{"formula": "C6H7NS", "method": "wB97M-V/def2-TZVPD", "smiles": "C[C@@H]1[C@H]2C=CC(=S)N12", "multiplicity": 1, "total_charge": 0, "e_homo_ev": -8.65, "e_above_lowest_kj_mol": 472.8, "lumo_energy_ev": -0.6, "gap_ev": 8.095, "elements": ["S", "N", "C", "C", "C", "C", "C", "C", "H", "H", "H", "H", "H", "H", "H"], "positions_angstrom": [[-1.4483, 2.1445, -1.4351], [-0.7048, -0.2111, -0.4801], [0.6926, -0.1708, -0.2558], [-1.1644, 1.2306, 1.0852], [-0.6962, 0.0890, 1.8329], [-0.2285, -0.7340, 0.7544], [1.4276, -0.9016, -1.3645], [-1.1973, 1.0470, -0.3994], [0.9857, 0.9296, -0.1783], [-0.2916, -1.7651, 0.9700], [1.2419, -0.6449, -2.6575], [2.5283, -0.9677, -1.0983], [-1.1470, 2.2316, 1.5577], [0.9755, -1.9973, -1.2640], [-0.9736, -0.2798, 2.9327]]}